# 1
Molecular formula: C7H2BrF7
Method: DFT, ωB97M-V with the def2-TZVPD basis set

Structure (XYZ):
```
17
Properties=species:S:1:pos:R:3:lowdin_charge:R:1
F -0.147 -2.186 1.851 0.13
C 0.254 -1.169 1.117 -0.20
C -0.582 -0.188 0.725 0.10
C 0.052 1.017 0.098 -0.27
F -0.814 1.664 -0.786 0.07
C 0.364 2.032 1.292 -0.53
F 0.297 3.296 0.980 0.21
F -0.582 1.777 2.246 0.13
F 1.574 1.825 1.840 0.16
C 1.359 0.654 -0.655 -0.30
F 1.855 1.875 -0.997 0.04
C 2.246 -0.139 0.207 -0.56
Br 4.097 -0.067 -0.163 0.85
C 1.686 -1.181 0.897 -0.25
F 2.337 -2.215 1.406 0.11
H -1.608 -0.288 0.707 0.12
H 1.147 -0.016 -1.476 0.17
```

Molar mass (g/mol): 298.98
HOMO energy (eV): -9.3
SMILES: FC1=C[C@@](F)(C(F)(F)F)[C@@H](F)C(Br)=C1F
Energy (eV): -96354.6747
Gap between HOMO and LUMO (eV): 8.767
Multiplicity: 1
Energy above the lowest of the compared OMol25 structures with the same formula, charge and spin (kJ/mol): 0.0

---

# 2
Molecular formula: C7H31MnN12O12
Method: DFT, ωB97M-V with the def2-TZVPD basis set

Structure (XYZ):
```
63
Properties=species:S:1:pos:R:3:lowdin_spin:R:1
Mn -3.266 0.551 2.365 4.80
O -0.287 0.984 -0.437 0.00
C -0.606 0.210 0.599 0.01
O -1.296 0.724 1.539 0.07
O -0.328 -1.014 0.604 0.01
H -0.060 0.250 -1.065 0.00
O -3.380 2.651 2.593 0.04
H -4.052 3.309 2.354 0.00
H -2.551 3.154 2.667 0.00
O 2.915 0.921 0.068 0.00
H 2.644 0.881 0.997 0.00
H 2.089 0.971 -0.423 0.00
O -3.132 -1.426 1.858 0.05
H -3.806 -2.076 1.606 0.00
H -2.280 -1.790 1.527 0.00
C -1.734 -0.743 -3.406 0.00
O -2.650 -1.564 -3.468 0.00
N -1.789 0.575 -3.739 0.00
N -0.527 -1.038 -2.874 0.00
H -2.685 0.962 -3.969 0.00
H -0.847 0.960 -3.801 0.00
H 0.176 -0.306 -2.827 0.00
H -0.285 -1.997 -2.731 0.00
C 0.004 -4.312 2.923 0.00
O -0.155 -5.529 3.017 0.00
N -0.676 -3.565 2.027 0.00
N 0.905 -3.632 3.679 0.00
H -1.321 -4.079 1.453 0.00
H -0.297 -2.653 1.814 0.00
H 1.510 -4.031 4.371 0.00
H 0.870 -2.628 3.707 0.00
C 1.354 2.539 -3.363 0.00
O 0.916 1.388 -3.337 0.00
N 2.607 2.871 -2.861 0.00
N 0.709 3.586 -3.940 0.00
H 2.752 3.865 -2.820 0.00
H 2.889 2.289 -2.086 0.00
H 0.972 4.512 -3.660 0.00
H -0.181 3.473 -4.390 0.00
C 2.062 -0.032 3.492 0.00
O 2.766 -0.162 4.491 0.00
N 2.278 -0.754 2.354 0.00
N 1.063 0.891 3.470 0.00
H 2.994 -1.462 2.365 0.00
H 1.583 -0.678 1.638 0.00
H 0.468 0.967 2.661 0.00
H 0.956 1.411 4.322 0.00
C 2.385 -3.492 -0.647 0.00
O 2.771 -3.163 0.481 0.00
N 3.109 -4.245 -1.504 0.00
N 1.206 -3.018 -1.145 0.00
H 2.597 -4.547 -2.310 0.00
H 4.013 -4.655 -1.369 0.00
H 0.920 -3.428 -2.009 0.00
H 0.735 -2.435 -0.470 0.00
C -2.601 3.892 -0.345 0.00
O -3.584 4.562 -0.663 0.00
N -1.837 4.215 0.744 0.00
N -2.132 2.930 -1.174 0.00
H -0.982 3.726 0.946 0.00
H -1.918 5.188 0.991 0.00
H -1.366 2.345 -0.867 0.00
H -2.605 2.703 -2.027 0.00
```

Molar mass (g/mol): 530.34
HOMO energy (alpha / beta) (eV): -11.5 / -11.5
Total charge: +1
Energy (eV): -81533.8367
Gap between HOMO and LUMO (alpha / beta) (eV): 6.085 / 5.227
Multiplicity: 6
Energy above the lowest of the compared OMol25 structures with the same formula, charge and spin (kJ/mol): 77.5

---

# 3
Molecular formula: C7H33NO10
Method: DFT, ωB97M-V with the def2-TZVPD basis set

Structure (XYZ):
```
51
Properties=species:S:1:pos:R:3:lowdin_charge:R:1
C -2.430 -2.278 1.074 -0.08
C -0.934 -1.961 1.014 -0.14
C -0.587 -0.741 0.582 -0.13
C 0.689 -0.287 0.022 -0.11
C 1.001 1.005 -0.049 -0.11
C 2.136 1.496 -0.911 -0.19
C 1.773 1.613 -2.408 -0.26
N 0.529 2.314 -2.705 0.00
H -2.544 -3.175 1.670 0.06
H -2.895 -2.409 0.098 0.08
H -2.976 -1.452 1.541 0.05
H -0.360 -2.837 1.269 0.09
H -1.388 -0.015 0.650 0.08
H 1.311 -1.077 -0.374 0.09
H 0.354 1.814 0.275 0.07
H 2.927 0.738 -0.956 0.09
H 2.581 2.370 -0.442 0.10
H 1.651 0.614 -2.817 0.11
H 2.611 2.136 -2.861 0.10
H -0.238 1.810 -2.279 0.03
H 0.423 3.270 -2.368 0.07
O 0.634 -3.504 -1.213 -0.05
H 0.931 -4.179 -1.826 0.06
H 1.194 -3.269 -0.459 0.01
O -0.336 1.793 3.461 -0.05
H -0.429 2.260 2.615 0.01
H 0.387 2.313 3.836 0.05
O 4.002 -1.662 -0.512 -0.08
H 3.681 -2.047 0.327 -0.01
H 4.934 -1.443 -0.514 0.03
O -3.379 0.927 1.753 -0.05
H -3.851 1.472 2.404 0.08
H -2.487 0.976 2.129 0.03
O -2.344 2.423 -0.450 -0.07
H -2.472 1.983 -1.302 0.02
H -2.911 2.019 0.226 0.02
O 1.678 -0.537 2.806 -0.04
H 0.718 -0.449 2.851 0.04
H 1.971 0.192 2.246 0.05
O 2.304 -2.669 1.300 -0.10
H 2.389 -3.301 2.028 0.07
H 2.069 -1.871 1.873 0.03
O -0.463 3.842 0.884 -0.09
H -0.295 4.558 0.265 0.04
H -1.201 3.363 0.444 -0.01
O -1.295 -2.063 -2.665 -0.06
H -1.013 -2.486 -1.835 0.02
H -0.442 -1.763 -3.002 0.05
O -2.670 0.243 -2.244 -0.08
H -2.474 0.634 -3.102 0.05
H -2.463 -0.707 -2.352 0.01
```

Molar mass (g/mol): 291.34
HOMO energy (eV): -8.3
SMILES: C/C=C/C=C/CCN.O.O.O.O.O.O.O.O.O.O
Energy (eV): -29759.2649
Gap between HOMO and LUMO (eV): 8.651
Multiplicity: 1
Energy above the lowest of the compared OMol25 structures with the same formula, charge and spin (kJ/mol): 122.8

---

# 4
Molecular formula: C7H33NO10
Method: DFT, ωB97M-V with the def2-TZVPD basis set

Structure (XYZ):
```
51
Properties=species:S:1:pos:R:3:lowdin_charge:R:1
C -2.326 2.874 -0.797 0.01
C -1.267 2.946 -0.010 -0.14
C -1.177 2.103 1.248 -0.33
C -1.834 2.524 2.296 0.05
C -0.463 0.830 0.957 -0.11
C 0.436 0.274 2.096 -0.41
C 1.037 1.318 3.013 -0.07
N 1.491 -0.606 1.556 0.06
H -3.248 2.285 -0.772 0.07
H -2.504 3.427 -1.682 0.04
H -0.365 3.530 -0.225 0.11
H -1.968 2.199 3.304 0.06
H -2.401 3.430 2.142 0.07
H 0.145 0.990 0.011 0.11
H -1.103 -0.017 0.659 0.10
H -0.258 -0.290 2.732 0.11
H 1.532 2.276 2.717 0.09
H 1.862 0.912 3.611 0.08
H 0.201 1.641 3.610 0.05
H 2.412 -0.354 1.652 0.04
H 1.256 -0.967 0.650 0.06
O -0.610 -2.776 -1.015 -0.04
H -1.395 -2.479 -0.585 -0.01
H -0.690 -3.732 -0.836 0.08
O 0.595 -3.138 2.358 -0.08
H 0.849 -3.263 1.449 0.02
H 1.384 -2.564 2.619 0.08
O -1.999 -2.262 2.428 -0.04
H -2.022 -1.892 3.293 0.04
H -1.113 -2.615 2.253 0.01
O -2.930 -1.314 0.130 -0.07
H -3.586 -1.995 0.105 0.04
H -2.794 -1.477 1.080 0.00
O 1.702 1.017 -2.214 -0.03
H 0.967 0.576 -2.574 0.00
H 1.459 1.915 -2.032 0.02
O 3.695 -0.695 -2.714 -0.04
H 3.053 -1.163 -3.197 -0.01
H 3.333 0.079 -2.299 -0.01
O -2.134 0.132 -3.769 -0.10
H -1.177 0.053 -3.455 0.02
H -2.669 0.186 -2.961 0.03
O 0.024 -1.238 -3.396 -0.04
H -0.385 -1.681 -4.118 0.06
H -0.237 -1.567 -2.536 0.02
O 2.259 -2.791 -1.257 -0.09
H 2.024 -2.125 -1.973 0.02
H 3.196 -2.993 -1.429 0.05
O 2.392 3.162 -0.754 -0.05
H 2.177 2.426 -0.149 0.04
H 3.175 2.890 -1.218 0.04
```

Molar mass (g/mol): 291.34
HOMO energy (eV): -9.1
SMILES: C=CC(=C)C[C@H](C)N.O.O.O.O.O.O.O.O.O.O
Energy (eV): -29757.6149
Gap between HOMO and LUMO (eV): 9.285
Multiplicity: 1
Energy above the lowest of the compared OMol25 structures with the same formula, charge and spin (kJ/mol): 282.0